# 1
This record from the Open Molecules 2025 dataset describes a molecular structure, C3H9N3O. The level of theory is ωB97M-V/def2-TZVPD.

Its orbital gap is 0.333 Ha. The net charge is 0. Its total energy is -359.062008 a.u. As for the spin multiplicity: 1. The value obtained for the relative energy (zero: lowest compared OMol25 entry of this formula, charge and spin) is 114.5 kcal/mol. Its HOMO energy is -8.32 eV.

Cartesian coordinates (Å):
N 0.610 -0.543 -1.017
C 0.807 0.737 -0.077
N 1.024 -1.819 -0.553
N 1.030 0.318 1.221
O 1.247 1.739 -0.604
H 0.937 -0.288 -1.949
H 1.980 -2.023 -0.828
H 0.403 -2.532 -0.921
H 1.095 -0.679 1.364
H 1.549 0.980 1.774
C -1.399 0.915 -0.220
C -2.094 0.610 0.873
H -3.065 1.037 1.106
H -1.708 -0.125 1.573
H -1.745 1.720 -0.866
H -0.672 -0.046 -0.874

# 2
This record from the Open Molecules 2025 dataset describes a single C3H9N3O molecule. The level of theory is ωB97M-V/def2-TZVPD.

Its orbital gap is 0.356 Ha. The net charge is 0. Its total energy is -359.159162 a.u. As for the spin multiplicity: 1. As for the structure (SMILES): [H]/N=C(\N)[C@H](C)NO. The value obtained for the relative energy (zero: lowest compared OMol25 entry of this formula, charge and spin) is 53.5 kcal/mol. Its HOMO energy is -8.94 eV.

Cartesian coordinates (Å):
H 0.379 -2.533 0.934
N -0.121 -1.671 0.735
C 0.474 -0.842 -0.006
N 1.700 -0.931 -0.567
C -0.374 0.567 -0.324
C 0.366 1.760 0.252
N -1.707 0.506 0.195
O -2.439 -0.563 -0.358
H 2.005 -0.274 -1.263
H 2.213 -1.796 -0.499
H -0.447 0.623 -1.417
H -0.067 2.678 -0.140
H 1.424 1.728 -0.003
H 0.265 1.768 1.338
H -1.681 0.366 1.206
H -1.991 -1.388 -0.083